<one>
{"formula": "C3H7NO3", "method": "ωB97M-V/def2-TZVPD", "multiplicity": 1, "smiles": "N[C@H](CO)C(=O)O", "homo_lumo_gap_ev": 10.662, "species": ["C", "C", "H", "O", "O", "H", "H", "O", "H", "H", "H", "C", "N", "H"], "coordinates": [[-0.218, -0.123, 0.123], [1.070, -0.071, -0.727], [2.534, -1.342, -0.680], [1.990, -0.887, -0.043], [-1.723, 0.452, -1.704], [-2.304, -0.180, 1.193], [1.267, 1.011, -0.779], [-2.557, 0.113, 0.309], [0.914, -0.386, -1.759], [0.158, 1.577, 1.175], [-0.381, -1.210, 0.231], [-1.529, 0.218, -0.555], [-0.020, 0.601, 1.374], [0.798, 0.228, 1.840]]}


<two>
{"formula": "C3H7NO3", "method": "ωB97M-V/def2-TZVPD", "multiplicity": 1, "smiles": "O=C(O)NCCO", "homo_lumo_gap_ev": 10.744, "species": ["N", "C", "H", "C", "O", "H", "H", "O", "C", "H", "H", "H", "H", "O"], "coordinates": [[0.112, -0.921, 0.540], [-1.026, 0.503, -1.017], [-1.921, -1.242, 0.037], [1.294, -0.295, 0.799], [1.198, 1.033, 0.357], [-0.693, 1.436, -0.755], [-1.706, 0.179, 0.861], [2.383, -0.674, 1.168], [-1.174, -0.445, 0.120], [0.092, -1.832, 1.008], [-0.412, 0.021, -1.782], [2.075, 1.376, 0.601], [-2.872, -0.151, -1.719], [-2.320, 0.651, -1.706]]}


<three>
{"formula": "C3H7NO3", "method": "ωB97M-V/def2-TZVPD", "multiplicity": 1, "homo_lumo_gap_ev": 8.053, "species": ["C", "O", "N", "H", "C", "C", "H", "H", "H", "H", "O", "H", "O", "H"], "coordinates": [[-0.082, -0.401, -1.039], [0.987, -0.578, 1.615], [0.158, 0.195, -2.262], [1.622, -0.274, 2.273], [0.157, 0.525, 1.280], [-0.523, 0.429, 0.080], [-1.345, 0.671, 2.510], [0.195, 1.203, -2.282], [0.992, -1.470, 0.094], [0.297, -0.436, -3.038], [-0.455, 1.045, 2.402], [-1.392, -0.595, -0.672], [0.616, -1.534, -0.819], [-1.226, 1.220, -0.141]]}


<four>
{"formula": "C3H7NO3", "method": "ωB97M-V/def2-TZVPD", "multiplicity": 1, "homo_lumo_gap_ev": [8.616, 8.605], "species": ["C", "H", "H", "H", "C", "N", "H", "O", "C", "O", "H", "H", "O", "H"], "coordinates": [[1.105, 1.204, -0.194], [-3.477, 0.055, 0.188], [2.182, 1.294, -0.402], [2.183, -1.310, 0.342], [-1.678, -0.104, -0.363], [0.803, -0.152, -0.533], [0.595, -2.056, 0.238], [-0.915, -0.385, -1.342], [1.106, -1.124, 0.472], [-3.007, -0.182, -0.623], [0.892, -0.818, 1.499], [0.594, 1.871, -0.886], [-1.274, 0.219, 0.764], [0.892, 1.488, 0.839]]}


Ordering by calculated energy gives the sequence <one>, <two>, <four>, <three>, with the first entry being the most stable.


<one>
{"formula": "C3H7NO3", "method": "ωB97M-V/def2-TZVPD", "multiplicity": 1, "smiles": "N[C@H](CO)C(=O)O", "homo_lumo_gap_ev": 10.117, "species": ["H", "N", "C", "H", "O", "O", "H", "H", "H", "C", "H", "H", "C", "O"], "coordinates": [[0.727, -0.844, 2.053], [0.488, 0.056, 1.634], [-0.250, -1.157, -0.368], [1.136, 0.755, 1.945], [0.108, -2.269, -0.585], [-1.485, -0.751, -0.793], [-2.063, -1.515, -0.988], [-0.005, 1.332, -1.404], [0.820, 3.177, -0.263], [-0.069, 1.421, -0.301], [1.486, 0.139, -0.246], [-1.140, 1.576, -0.187], [0.472, 0.046, 0.173], [0.764, 2.389, 0.240]]}


<two>
{"formula": "C3H7NO3", "method": "ωB97M-V/def2-TZVPD", "multiplicity": 1, "smiles": "NC(=O)O.CC=O", "homo_lumo_gap_ev": 10.804, "species": ["C", "O", "N", "C", "H", "H", "H", "H", "H", "O", "O", "H", "C", "H"], "coordinates": [[-0.643, -0.921, -1.870], [-0.702, 1.845, 2.513], [0.957, 0.618, 1.707], [0.822, -0.981, -1.639], [1.544, 1.077, 2.380], [-1.033, -1.924, -2.040], [-0.832, -0.347, -2.777], [-1.180, -0.449, -1.050], [-1.654, 1.997, 2.451], [1.447, -0.918, -0.600], [-1.172, 0.414, 0.861], [1.369, -1.390, -2.512], [-0.322, 0.975, 1.542], [1.399, 0.002, 1.034]]}


Ordering by calculated energy gives the sequence <two>, <one>, with the first entry being the most stable.